No. 1
{
  "formula": "C19H28N10O4PSc",
  "method": "wB97M-V/def2-TZVPD",
  "elements": ["C", "H", "C", "O", "C", "H", "C", "C", "H", "H", "C", "H", "C", "N", "H", "H", "C", "C", "C", "H", "H", "N", "H", "C", "H", "N", "N", "H", "H", "H", "N", "H", "H", "H", "O", "N", "C", "P", "C", "H", "C", "H", "N", "C", "H", "H", "H", "C", "H", "Sc", "C", "H", "O", "O", "H", "C", "C", "N", "N", "N", "H", "H", "H"],
  "xyz": [[12.62475, 10.79232, 9.61330], [9.07868, 4.42547, 10.35956], [15.86940, 9.14246, 17.30601], [14.47310, 10.78894, 12.39038], [11.72219, 10.72496, 16.41674], [11.50703, 11.57558, 17.04434], [14.84082, 11.42574, 17.09859], [6.63366, 10.05347, 10.36007], [17.35892, 7.93298, 12.04828], [10.74869, 8.72752, 6.67188], [7.53067, 11.00980, 12.53897], [9.29591, 9.63517, 7.21536], [14.81783, 10.12205, 17.82266], [11.25979, 7.64103, 11.97386], [12.69536, 11.24314, 7.42366], [15.98809, 8.34774, 18.01986], [13.39315, 9.56269, 17.95069], [16.34159, 7.81547, 12.32733], [8.74813, 10.92115, 13.17563], [14.45529, 11.36325, 16.05549], [10.48507, 10.43641, 6.22488], [11.83220, 9.32212, 14.86615], [13.43610, 8.49930, 18.00728], [10.86180, 9.59735, 9.45624], [16.75347, 9.73416, 17.21328], [11.12429, 10.02185, 8.19217], [9.57321, 10.12380, 12.42346], [12.82671, 9.94222, 18.80666], [9.06456, 11.31504, 14.12103], [6.67668, 9.01368, 10.09788], [12.63088, 8.86125, 15.77994], [8.57615, 5.91197, 9.52716], [11.02867, 4.41946, 11.95215], [6.61145, 11.52611, 12.80696], [13.12383, 11.15704, 12.70579], [11.26017, 10.47732, 15.21085], [12.25527, 10.75339, 8.26803], [9.44498, 8.56542, 9.97518], [14.64722, 9.51152, 12.52932], [15.81866, 11.85730, 17.16559], [8.86720, 9.69284, 11.37104], [15.60649, 8.82349, 16.29653], [12.56099, 9.73513, 16.76120], [10.37198, 7.37575, 10.99462], [12.37308, 6.35840, 13.28905], [15.74584, 7.34365, 11.55268], [10.08771, 4.97996, 9.06526], [9.44384, 5.31997, 9.88568], [14.21163, 12.14081, 17.61446], [11.76519, 9.67705, 12.58648], [11.66693, 6.46200, 12.46109], [6.80029, 10.71857, 9.51786], [13.72976, 8.70663, 12.65126], [15.90972, 9.21869, 12.48798], [16.19840, 7.37540, 13.29887], [11.01113, 5.45095, 11.80230], [10.38036, 9.67093, 7.00064], [7.63904, 10.25032, 11.40279], [11.75282, 10.07378, 10.35900], [10.23855, 6.05108, 10.87869], [5.69200, 10.30148, 10.82159], [15.07926, 10.33118, 18.87256], [13.39691, 11.38399, 10.05378]],
  "atomic_forces_ev_per_a": [[0.0, 0.5, -1.3], [-0.3, -0.3, 0.2], [-1.2, 0.8, -0.3], [-0.4, 1.3, 0.3], [0.2, 0.1, 0.1], [0.0, -0.1, -0.1], [-0.9, 0.6, -0.5], [0.0, 0.5, 0.8], [0.8, -0.2, -0.1], [0.0, -0.7, -0.6], [0.3, 0.1, 0.2], [0.6, -0.2, 0.1], [-0.2, -0.2, 1.1], [-0.8, 0.6, -0.8], [0.1, 0.0, -0.2], [0.2, -0.6, -0.1], [-0.1, -0.2, -0.1], [-1.2, 1.1, 0.3], [-0.7, -0.2, -0.6], [0.6, 0.0, 0.5], [0.3, -0.2, 0.3], [0.4, -0.5, -0.3], [0.1, -0.9, 0.6], [-0.4, -0.2, 0.8], [0.9, 0.0, 0.1], [0.0, -0.2, 1.5], [0.1, -0.4, 0.0], [0.2, 0.1, -0.2], [0.0, 0.2, 0.0], [-0.3, -0.3, -0.4], [-0.6, 0.4, -0.7], [0.8, -0.3, 0.2], [0.1, -1.4, 0.0], [0.4, -0.2, -0.1], [0.1, -0.5, -0.2], [0.1, 0.0, 0.4], [0.8, 0.6, 1.3], [0.0, 0.8, 0.6], [1.1, -0.6, -0.2], [0.6, 0.2, -0.5], [0.3, 0.2, -0.3], [0.0, -0.4, 0.1], [-0.2, 0.5, -0.1], [0.3, 0.5, 0.3], [-0.3, 0.2, -0.4], [0.0, -0.1, 0.0], [-0.2, 0.4, 0.1], [-0.2, 0.1, -0.3], [-0.4, 0.3, 0.1], [0.5, 0.4, 0.3], [0.4, -1.3, 0.9], [0.1, -0.1, -0.1], [-0.9, -0.5, 0.1], [0.2, 0.0, -0.4], [0.2, -0.6, 0.1], [0.8, 1.2, 0.5], [-1.0, 0.7, -0.1], [0.4, -0.2, -0.1], [-0.7, -0.4, -1.6], [-0.9, -0.3, -0.8], [-0.5, -0.1, -0.1], [0.1, 0.0, -0.2], [0.4, 0.0, 0.1]],
  "total_charge": 2,
  "e_tot_ha": -2691.022742,
  "de_lowest_ev": 0.000,
  "homo_lumo_gap_ev": 9.1
}

---

No. 2
{
  "formula": "C19H28N2O3",
  "method": "wB97M-V/def2-TZVPD",
  "elements": ["H", "H", "H", "C", "H", "C", "H", "C", "C", "H", "H", "H", "H", "C", "H", "N", "C", "H", "H", "H", "C", "C", "H", "O", "C", "H", "H", "H", "H", "C", "C", "C", "N", "C", "O", "H", "C", "H", "H", "H", "H", "O", "C", "H", "C", "H", "C", "H", "H", "H", "C", "C"],
  "xyz": [[-5.95557, 0.94561, 0.31664], [-4.28089, -2.10622, 0.37906], [-5.39702, 1.24587, -1.44313], [-0.11896, -1.85876, 0.74452], [-5.46319, 2.40820, -0.11392], [-3.11347, 2.20429, 0.90232], [4.39096, 1.88426, 1.36045], [2.63221, -1.37087, -0.83233], [2.09748, -1.43047, 1.68794], [-0.06779, -3.55552, -0.24448], [3.62899, -1.49248, -1.43648], [-3.73562, -1.77692, -1.19264], [2.99321, 3.41129, -1.92203], [-2.09006, -0.41744, 0.46398], [-3.48289, 3.08915, 0.79807], [-1.54449, -1.62431, 0.60798], [-1.36292, 0.70650, 1.23208], [2.12896, -2.40077, -0.80507], [-0.52255, -4.11996, 1.25753], [2.06706, -2.21907, 1.97884], [4.01781, -0.24184, 0.78905], [0.15747, 0.35195, 1.33788], [1.52685, 0.35317, -0.67027], [0.60150, -0.93400, -1.86333], [-5.23148, 1.59061, -0.30476], [2.14895, 0.29458, -2.39746], [2.15660, 2.98599, -0.43515], [2.28160, -0.69727, 2.44658], [1.01455, -3.68973, 0.97084], [-1.77805, 2.01568, 1.21394], [-3.85639, 1.30709, -0.03984], [0.57824, -1.06513, 1.37521], [3.05043, -1.30418, 0.39111], [-3.27221, -0.13289, 0.10285], [0.82132, 1.25003, 2.28147], [0.02827, 0.45810, -3.42573], [1.79862, -0.19168, -1.46172], [-5.10303, -0.79836, -0.81126], [-2.09632, -2.36402, 0.11065], [2.72236, 1.48153, 1.07494], [4.73625, -0.45089, 0.12978], [3.66885, 1.72837, -0.65420], [3.64102, 1.35912, 0.60430], [-0.87945, 0.83270, -1.75242], [0.00278, -3.27837, 0.67790], [-1.10394, 2.88330, 1.60155], [-0.39328, -0.03988, -2.39664], [-1.29615, -0.57597, -2.82016], [4.50893, -0.33996, 1.58781], [3.81820, 3.88792, -0.21413], [3.07971, 3.28086, -0.73848], [-4.15345, -1.47919, -0.44964]],
  "atomic_forces_ev_per_a": [[1.2, 0.5, -0.9], [-0.6, -1.0, 0.9], [-0.3, 1.2, 2.3], [-9.4, -5.2, -0.8], [-3.6, 13.6, 2.4], [0.1, -5.2, -4.6], [-0.8, -0.6, -1.6], [0.3, -1.7, -6.3], [-1.9, 17.0, -8.8], [-0.6, -1.8, -5.9], [-1.8, 0.0, 0.3], [4.9, -4.2, -8.8], [0.6, 0.1, 2.7], [5.6, 4.3, 5.4], [-2.1, 5.8, 0.3], [0.6, -2.3, -2.2], [3.8, -2.6, -4.1], [-0.1, 1.6, -1.4], [-0.6, 2.2, -0.3], [0.1, -16.8, 6.1], [-5.7, 2.7, -6.5], [0.1, 4.5, 9.3], [-0.8, 3.1, 2.5], [-1.8, 1.7, -0.4], [0.8, -15.0, -5.3], [0.3, 0.0, 1.1], [-2.8, 0.6, 1.7], [1.1, 0.3, 0.2], [-0.5, 1.0, -0.5], [0.6, 0.4, 1.8], [5.3, -3.3, 6.7], [7.5, 7.0, 1.3], [1.6, 2.4, 11.8], [-8.7, 1.0, -4.9], [-2.6, -4.4, -5.8], [-0.7, -0.8, 2.5], [-0.4, -4.8, -3.0], [1.8, -2.8, 1.0], [1.2, 0.8, 0.7], [-2.0, 0.4, 0.9], [3.3, -0.1, -3.2], [-0.1, 4.1, -3.4], [2.7, -3.1, 4.5], [1.6, -1.8, -0.7], [3.5, -3.9, 5.1], [-1.3, -1.9, -0.7], [-0.5, 1.5, -2.6], [1.1, -0.1, 0.9], [2.7, -1.3, 7.2], [-0.7, 0.1, 0.0], [3.4, -3.8, -4.3], [-5.6, 10.4, 7.2]],
  "total_charge": 0,
  "e_tot_ha": -1075.367491,
  "de_lowest_ev": 20.063,
  "smiles": "COCCN(CCOC)Cc1c(C)[nH]c2c(C)c(C)ccc2c1=O",
  "homo_lumo_gap_ev": 7.2
}

---

No. 3
{
  "formula": "C19H28N2O3S",
  "method": "wB97M-V/def2-TZVPD",
  "elements": ["H", "O", "N", "H", "H", "H", "H", "H", "H", "H", "H", "C", "C", "H", "C", "H", "H", "C", "C", "H", "H", "C", "H", "C", "H", "H", "O", "C", "H", "C", "C", "C", "H", "C", "S", "H", "C", "H", "C", "C", "H", "H", "H", "H", "H", "O", "H", "C", "C", "C", "N", "C", "H"],
  "xyz": [[-1.02152, -3.39645, 1.04075], [-1.57546, 0.56915, -2.82826], [-0.51371, -0.16381, 0.17248], [-1.07630, 2.51112, -5.72145], [2.20249, 3.08654, -1.60298], [3.24878, -1.26650, 5.55394], [-0.59572, -1.89827, -0.92979], [-1.01620, 0.12600, 3.49324], [0.87130, -4.54591, 2.75527], [-1.38097, 4.07531, -2.09732], [2.56289, 1.35867, -1.73862], [0.41733, 0.29931, -0.68676], [-1.00788, 0.47086, 1.36888], [-1.25838, -2.17444, 4.59563], [3.43268, -3.01347, 4.33100], [3.29657, -4.74598, 3.08204], [1.30926, 1.94671, 0.34255], [-0.61657, -2.39374, 1.18562], [-1.26244, 1.54701, -5.26934], [0.47152, -2.46327, 1.23035], [0.47189, -0.38226, 2.67826], [2.73104, -1.98305, 4.93255], [0.82345, -1.06739, 5.22407], [0.67854, -2.77940, 3.94766], [-2.24235, -1.74065, 2.41893], [-1.24211, -3.62646, 3.58658], [-2.69466, 2.67902, -3.36060], [1.36523, -1.86946, 4.74271], [4.49898, -3.10275, 4.47759], [-0.44685, 2.72527, -0.69093], [-1.14794, -1.78509, 2.48278], [1.76243, 2.09865, -1.74680], [-2.10173, 0.54147, 1.30850], [-0.61685, -0.35704, 2.59927], [-1.54354, 1.83501, -3.50601], [-0.60320, 1.47475, 1.47063], [-0.41707, 3.58522, -1.95670], [-2.16004, 1.09753, -5.67486], [1.39178, -3.81781, 3.36064], [-1.01060, -1.51437, 0.00208], [1.70735, 2.40593, -3.88913], [-2.10172, -1.46748, -0.08925], [0.83023, 0.96839, -3.30329], [0.36355, 4.34848, -1.91450], [-0.41778, 0.88210, -5.38436], [0.96574, -0.43613, -1.48829], [-0.50253, 3.38214, 0.17976], [2.75765, -3.93378, 3.54777], [0.78398, 1.79185, -0.60716], [-0.79901, -2.63697, 3.71882], [-0.19605, 2.76601, -3.12861], [1.05366, 2.01707, -3.09903], [-1.35956, 2.12915, -0.73682]],
  "atomic_forces_ev_per_a": [[0.0, -0.1, 0.0], [0.3, -0.2, 0.0], [-0.4, -0.3, 0.1], [0.0, 0.1, -0.1], [0.0, 0.0, 0.0], [0.0, 0.0, 0.0], [-0.1, 0.0, 0.1], [0.0, 0.0, 0.1], [-0.1, -0.1, -0.1], [0.2, 0.2, 0.2], [0.0, 0.1, 0.0], [0.3, 0.3, 0.2], [0.2, 0.2, 0.4], [0.0, -0.1, 0.0], [0.1, 0.0, 0.0], [0.0, -0.1, 0.0], [-0.1, 0.0, -0.1], [-0.3, 0.2, -0.1], [0.0, 0.2, 0.9], [0.0, 0.0, 0.0], [0.0, 0.1, 0.0], [0.1, 0.1, 0.0], [-0.1, 0.1, 0.0], [-0.1, -0.1, 0.1], [0.0, 0.0, 0.0], [0.0, 0.0, 0.1], [0.0, 0.3, 0.0], [0.0, 0.0, 0.0], [0.1, 0.0, 0.0], [0.0, 0.3, 0.0], [0.3, -0.1, 0.1], [-0.2, -0.2, 0.0], [0.0, 0.1, 0.0], [-0.3, 0.0, -0.2], [0.0, 0.2, -1.0], [-0.1, 0.0, -0.1], [-0.4, 0.3, 0.5], [-0.2, -0.1, 0.1], [0.0, 0.0, 0.0], [0.2, -0.4, -0.2], [0.0, -0.1, 0.1], [0.0, 0.0, 0.0], [0.3, 0.0, 0.0], [-0.1, 0.0, -0.1], [0.2, -0.1, 0.0], [0.2, -0.1, -0.2], [-0.1, -0.1, 0.0], [0.1, -0.1, 0.0], [0.2, -0.1, -0.1], [-0.1, 0.1, -0.2], [-0.9, -0.4, -0.4], [0.7, -0.3, -0.3], [0.0, 0.1, 0.2]],
  "total_charge": 0,
  "e_tot_ha": -1474.234289,
  "de_lowest_ev": 0.536,
  "smiles": "CS(=O)(=O)N1CCC(C(=O)N2CCC(Cc3ccccc3)CC2)CC1",
  "homo_lumo_gap_ev": 9.5
}

---

No. 4
{
  "formula": "C19H28N2O4",
  "method": "wB97M-V/def2-TZVPD",
  "elements": ["H", "C", "H", "H", "N", "H", "O", "C", "H", "H", "H", "C", "O", "C", "C", "H", "C", "H", "O", "C", "O", "C", "H", "H", "H", "H", "H", "C", "C", "C", "C", "H", "H", "N", "H", "C", "H", "C", "C", "H", "H", "C", "C", "H", "H", "H", "H", "C", "H", "H", "H", "C", "H"],
  "xyz": [[-1.05281, 1.41028, -1.47098], [-2.33618, 0.89789, 1.34409], [-1.51451, -0.69848, -1.01823], [1.79154, -1.90020, 2.44770], [1.28322, -0.39843, 0.88805], [-3.39302, 3.15459, -0.75332], [0.15793, -1.93524, -1.34360], [2.97799, 0.95988, -0.41119], [0.96221, 2.81497, -2.19366], [-0.55566, 2.93471, 0.25326], [-1.34017, 3.43115, 2.22149], [1.83923, 2.43861, -1.76710], [-4.14542, -1.77475, 0.15155], [0.02360, -2.89197, -0.50653], [4.97484, -0.51400, 0.73238], [6.21621, 0.94454, -0.68755], [2.61209, -0.13340, 0.44870], [1.98890, -3.06972, 0.22754], [1.81651, 1.44722, -0.85614], [-2.70164, 0.74154, -0.23337], [-1.14725, -3.33251, -0.18845], [-2.39429, 3.05792, -0.81497], [-3.93277, 2.20984, 1.62860], [-3.92983, 0.72790, -0.09496], [0.70179, -0.12571, 0.30227], [-2.78169, 4.41348, 1.83685], [-1.18335, 4.76896, 0.11539], [-2.06237, 1.58432, -1.20733], [-2.05875, 3.39734, 1.61528], [-2.35589, -3.13634, -0.75687], [4.14852, 1.18407, -0.81569], [-0.15082, -1.50575, 1.91373], [-1.94920, -3.21236, -1.88195], [-2.34226, -0.70898, -0.80842], [3.72653, -1.67936, 1.86552], [3.66600, -0.91466, 1.25598], [2.29014, 2.07953, -2.80245], [0.91696, -1.46336, 1.62582], [5.22601, 0.39166, -0.40907], [-2.97948, -4.01035, -0.62852], [-1.30290, 1.05321, 1.34034], [-2.93768, 2.24669, 1.55170], [-2.91046, -1.70190, -0.53419], [6.01760, -1.08152, 1.13760], [-2.51804, 1.53318, -2.31252], [-2.00626, 3.72621, -1.78186], [-2.50781, -0.11662, 1.88472], [0.94675, -2.79893, 0.56036], [-3.09139, 1.94899, 2.87960], [4.11497, 2.05792, -1.47314], [2.38122, 3.35254, -1.54146], [-1.45580, 3.36423, 0.26091], [0.75888, -3.84600, 1.25890]],
  "atomic_forces_ev_per_a": [[1.4, -0.2, 0.7], [0.1, -1.9, -4.2], [11.4, -0.4, -3.7], [-3.1, 1.9, -2.0], [8.0, 0.9, 4.3], [-3.3, 0.7, 0.9], [-0.4, -2.8, 0.1], [-7.2, -5.1, 3.8], [-2.4, -0.1, 0.6], [3.4, -1.9, -0.4], [5.3, -0.2, 5.7], [2.7, 0.7, -4.5], [5.5, 0.9, -3.3], [-0.9, 7.4, -2.2], [2.7, -1.0, -0.9], [-1.4, -2.1, 0.8], [2.0, -3.3, 5.3], [-0.9, 1.1, 0.1], [-2.3, 1.1, 0.3], [-3.4, -5.3, 1.8], [1.2, -2.9, 4.0], [6.2, -0.2, -5.3], [-4.1, 0.9, -1.5], [3.2, 0.1, -1.4], [-6.9, 3.3, -6.5], [2.1, -2.7, -0.8], [-0.1, -4.0, 0.2], [-3.1, 3.2, -4.0], [-7.3, 3.4, -5.0], [0.9, 1.5, -6.3], [5.1, 1.7, -2.5], [0.8, 0.6, 0.6], [-2.0, 0.4, 1.3], [-5.9, 10.6, 2.2], [-0.8, -3.5, 3.1], [1.7, 7.9, -8.4], [-0.2, 0.3, 1.9], [1.5, -6.2, 0.2], [0.9, 1.1, 2.7], [-0.5, 0.6, 0.7], [2.0, -0.1, 0.4], [1.3, -3.8, 9.8], [-11.8, -11.4, 6.6], [-3.2, 1.6, -0.9], [0.3, -0.7, 2.4], [-1.3, -1.6, 2.3], [-0.6, 2.2, -0.7], [3.2, -5.8, 5.0], [0.4, 1.2, -2.5], [1.3, -0.4, -0.2], [0.5, 0.0, 0.7], [-2.2, 9.6, 0.3], [0.3, 2.9, -1.4]],
  "total_charge": 0,
  "e_tot_ha": -1150.659510,
  "de_lowest_ev": 18.396,
  "homo_lumo_gap_ev": 8.1
}